Density functional theory data (wB97M-V/def2-TZVPD) for an isolated molecule of C2H4N2OS2.

Geometry as ORCA input:
```
! RIJCOSX wB97M-V def2-TZVPD def2/J DEFGRID3
* xyz 0 1
C 0.0872 -0.1591 -0.2268
C 1.5822 0.2561 -0.1461
H -2.3445 -0.3843 -0.5180
H -2.3888 -0.1123 1.0771
H -0.4773 1.8121 0.0996
H 1.6723 -1.9379 -0.2377
N -2.1524 0.3836 0.1558
N -0.7529 0.8459 -0.0673
O -0.1279 -1.3807 -0.2137
S 2.6598 -1.0906 0.1196
S 2.2423 1.7672 -0.0425
*
```

Calculated values
Relative energy (zero: lowest compared OMol25 entry of this formula, charge and spin) in kcal/mol: 38.4
Gap between HOMO and LUMO in eV: 8.01

***

Density functional theory data (wB97M-V/def2-TZVPD) for a cluster of 2 separate species, C4H5N2O2S in total.

Geometry as ORCA input:
```
! RIJCOSX wB97M-V def2-TZVPD def2/J DEFGRID3
* xyz -1 1
C -2.3827 -0.2540 -0.3567
C -1.4599 1.7129 -0.4490
C -1.0554 -0.4101 -0.2507
C 2.0299 -1.1048 -0.1354
N -2.6314 1.1006 -0.4612
N -0.4535 0.8380 -0.2683
O 3.6502 0.6620 -1.1752
O 2.2173 1.4666 0.6631
S 3.0915 0.2708 0.1338
H -3.3229 -0.9295 -0.2747
H -1.2865 2.8218 -0.3072
H 1.3378 -1.4154 0.6552
H 2.0079 -1.5999 -1.0720
H 0.4739 1.0777 -0.4406
*
```

Calculated values
Relative energy (zero: lowest compared OMol25 entry of this formula, charge and spin) in kcal/mol: 133.5
Gap between HOMO and LUMO (alpha / beta) in eV: 7.16 / 5.90

***

Density functional theory data (wB97M-V/def2-TZVPD) for an isolated molecule of C5H10O.

Geometry as ORCA input:
```
! RIJCOSX wB97M-V def2-TZVPD def2/J DEFGRID3
* xyz 0 1
C -2.3480 -0.1044 0.3539
C -1.0060 -0.6381 -0.0443
O 0.6009 1.4599 -0.9298
C 0.0675 -0.6555 0.7402
C 1.4419 -0.6478 0.1513
C 1.7043 0.8051 -0.3367
H -2.2471 0.5564 1.2210
H -3.0714 -0.8923 0.5810
H -2.7576 0.4994 -0.4646
H -0.8837 -0.9210 -1.0948
H 0.2665 0.9380 -1.6672
H -0.0289 -0.3664 1.7872
H 2.2163 -0.9189 0.8799
H 1.5331 -1.3555 -0.6831
H 2.5582 0.8186 -1.0247
H 1.9541 1.4224 0.5307
*
```

Calculated values
Relative energy (zero: lowest compared OMol25 entry of this formula, charge and spin) in kcal/mol: 29.3
Gap between HOMO and LUMO in eV: 10.08

***

Density functional theory data (wB97M-V/def2-TZVPD) for the ion C4H6N2O with charge +2.

Geometry as ORCA input:
```
! RIJCOSX wB97M-V def2-TZVPD def2/J DEFGRID3
* xyz 2 1
C 2.1141 -0.0117 -0.1003
C -0.3210 -0.4192 -0.2243
C 3.3855 0.4059 -0.0365
C -2.7032 -0.4314 0.1115
N 0.9558 -0.3243 -0.1823
N -1.4383 -0.7724 -0.1900
O -2.9619 0.8371 -0.1302
H 3.4299 1.1054 0.7662
H 3.6483 0.9183 -1.0807
H 4.0701 -0.4857 0.3613
H -2.8153 -0.8209 1.1918
H -3.5275 -1.1723 -0.1866
H -3.8365 1.1711 -0.2998
*
```

Calculated values
Relative energy (zero: lowest compared OMol25 entry of this formula, charge and spin) in kcal/mol: 59.1
Gap between HOMO and LUMO in eV: 7.20

***

Density functional theory data (wB97M-V/def2-TZVPD) for a structure of composition C22H25Cl4N4NiO.

Geometry as ORCA input:
```
! RIJCOSX wB97M-V def2-TZVPD def2/J DEFGRID3
* xyz 1 3
Ni -0.2414 0.3223 -0.9158
O -0.1266 -0.2971 0.9805
H -0.1183 -0.3010 1.9574
N -2.2664 1.0654 -0.5742
C -2.8480 2.1078 -1.2202
C -4.1265 2.5469 -0.9818
C -4.8624 1.9290 0.0072
C -4.2779 0.8783 0.7689
C -3.0020 0.4942 0.4211
H -2.3918 2.5135 -2.1110
H -4.5140 3.2630 -1.6913
H -5.8148 2.3663 0.2678
H -4.7940 0.3598 1.5634
H -2.6086 -0.3156 1.0176
N -1.0203 -1.5913 -1.5583
C -1.4057 -2.5737 -0.7384
C -1.8672 -3.8629 -1.1731
C -1.9503 -4.0917 -2.5353
C -1.7080 -3.0533 -3.4294
C -1.1786 -1.8802 -2.9026
H -1.4914 -2.4343 0.3291
H -2.1344 -4.5880 -0.4186
H -2.2410 -5.0847 -2.8446
H -1.6724 -3.2331 -4.4937
H -0.9180 -1.1547 -3.6589
N 1.0263 1.9901 -0.3037
C 1.9438 1.7537 0.7090
C 2.5109 2.7498 1.5192
C 2.2963 4.1076 1.2103
C 1.4744 4.4185 0.0826
C 0.9221 3.3340 -0.6356
H 2.1368 0.7213 0.9605
H 3.2909 2.4759 2.2141
H 2.8424 4.8931 1.7114
H 1.3321 5.4436 -0.2264
H 0.2860 3.5131 -1.4898
N 1.7532 -0.6514 -1.3561
C 2.8526 -0.0311 -1.9970
C 4.1520 -0.5432 -1.9008
C 4.3860 -1.7812 -1.3028
C 3.2971 -2.4763 -0.7416
C 2.0059 -1.8728 -0.8089
H 2.5854 0.8292 -2.5927
H 4.9613 -0.0728 -2.4395
H 5.3615 -2.2365 -1.3887
H 3.4466 -3.4741 -0.3562
H 1.2189 -2.3900 -0.2803
C 1.5805 -2.5524 3.0329
Cl 0.8499 -4.0901 2.3463
Cl 0.4415 -1.8307 4.2582
H 2.5237 -2.8667 3.4798
H 1.7933 -1.8860 2.1971
C -0.7490 1.7270 3.4913
Cl 0.8051 1.7132 4.2571
Cl -1.9298 2.7502 4.4182
H -0.6399 2.2144 2.5225
H -1.1779 0.7358 3.3442
*
```

Calculated values
<S²>: 2.00
Relative energy (zero: lowest compared OMol25 entry of this formula, charge and spin) in kcal/mol: 22.1
Gap between HOMO and LUMO (alpha / beta) in eV: 9.04 / 8.28

***

Density functional theory data (wB97M-V/def2-TZVPD) for a structure of composition C22H68AsF6N4O13.

Geometry as ORCA input:
```
! RIJCOSX wB97M-V def2-TZVPD def2/J DEFGRID3
* xyz -1 1
As 0.8472 25.3438 1.4598
F -0.6760 25.7624 2.1349
F 1.0703 26.9742 0.9161
F 2.3674 24.9874 0.7272
F 0.5944 23.7403 1.9906
F 0.0580 24.9813 -0.0504
F 1.6196 25.7866 2.9502
C -1.3532 29.2550 -0.0348
C -1.7279 29.9987 -1.3121
C -1.8629 29.0220 -2.4647
O -1.8893 29.7792 -3.6632
C -2.0372 28.9901 -4.8019
N -2.9943 30.7353 -1.0907
H -0.2923 29.0044 -0.0444
H -1.9394 28.3348 0.0321
H -1.5209 29.8798 0.8415
H -0.9597 30.7304 -1.5672
H -2.8133 28.4818 -2.3183
H -1.0499 28.2851 -2.5433
H -1.2960 28.1676 -4.7839
H -1.9167 29.5749 -5.7048
H -2.9936 28.4413 -4.8059
H -3.3735 31.0050 -1.9978
H -3.6796 30.0577 -0.7537
C -3.0143 30.6128 5.3669
C -2.8907 29.5718 4.2381
C -1.4512 29.2908 3.9247
O -0.7626 28.8028 5.0444
C 0.5073 28.2604 4.6957
N -3.5837 28.3143 4.5139
H -2.5320 31.5380 5.0241
H -2.4775 30.3466 6.2824
H -4.0496 30.8051 5.6486
H -3.3759 30.0614 3.3886
H -0.9954 30.2165 3.5425
H -1.4553 28.5614 3.1027
H 0.4828 27.9835 3.6401
H 0.7614 27.3990 5.3031
H 1.2129 29.0944 4.7537
H -3.0643 27.7661 5.1899
H -4.5001 28.4255 4.9326
C -4.3833 23.8985 0.2222
C -4.3693 23.0443 1.4800
C -3.0042 22.8050 2.0538
O -3.0441 21.9000 3.1068
C -2.0454 22.1526 4.0776
N -5.3564 23.5675 2.4521
H -3.9897 23.3258 -0.6200
H -3.8011 24.8202 0.3320
H -5.3968 24.1862 -0.0582
H -4.8602 22.1092 1.1716
H -2.5562 23.7614 2.3768
H -2.3263 22.4937 1.2386
H -2.2574 23.1070 4.5716
H -1.0410 22.1368 3.6469
H -2.1235 21.3496 4.8086
H -5.2976 24.5795 2.4993
H -5.2356 23.1951 3.3838
C 8.6368 23.9339 -2.3686
C 7.4487 24.4438 -3.1555
C 6.2047 24.3986 -2.2984
O 5.8818 23.0893 -1.9517
C 5.1284 22.9635 -0.7457
N 7.6901 25.7948 -3.6493
H 9.4725 23.6308 -3.0119
H 8.3863 23.0265 -1.8167
H 9.0372 24.7127 -1.7186
H 7.2902 23.7687 -4.0107
H 5.3343 24.9083 -2.7383
H 6.4477 25.0164 -1.4124
H 4.1444 23.4208 -0.8482
H 5.6902 23.4175 0.0765
H 5.0195 21.8926 -0.5980
H 6.8679 26.3867 -3.7020
H 8.0357 25.7922 -4.6010
C 0.8804 24.0722 5.9771
C 0.7892 24.9330 7.1881
O -0.1652 24.3437 8.1001
O 1.2809 22.7284 6.3212
H 1.5971 24.5328 5.2958
H -0.0955 23.9890 5.4954
H 0.4046 25.8992 6.8413
H 1.7471 25.0424 7.7003
H -0.4215 25.0321 8.7182
H 1.0945 22.6150 7.2596
C 1.8089 21.1258 -0.3622
C 1.5584 22.0982 -1.4885
O 0.2484 22.6556 -1.3018
O 2.3573 21.7339 0.7907
H 2.5768 20.4020 -0.6524
H 0.8719 20.5891 -0.1862
H 1.6173 21.6225 -2.4727
H 2.2663 22.9290 -1.4972
H 0.2903 23.5784 -1.0487
H 1.7088 22.3534 1.1605
C 4.7438 24.5206 6.2006
C 4.2683 24.8982 4.8148
O 3.4658 26.0583 4.8820
O 3.7473 23.9693 7.0162
H 5.1189 25.4490 6.6434
H 5.6120 23.8563 6.0854
H 3.7455 24.0202 4.3784
H 5.0760 25.0100 4.0752
H 2.9911 26.1228 4.0393
H 3.0562 23.5504 6.4855
O -1.8823 25.8508 4.7686
H -1.7272 25.5739 3.8563
H -1.2697 26.5806 4.9017
O 4.2347 26.8565 -0.8793
H 3.7934 26.4605 -0.1190
H 3.7312 26.5281 -1.6410
O 1.9015 26.0111 -2.1359
H 1.1872 25.4914 -2.5174
H 1.6367 26.1501 -1.2192
*
```

Calculated values
Gap between HOMO and LUMO in eV: 9.30

***

Going through the records in order, we get calculated total energy values of -28835.4175; -22135.6645; -7393.4928; -9248.8332; -122354.2372; -133642.3643 eV.
Going through the records in order, we get molecular weight values of 136.201; 145.163; 86.134; 98.105; 561.974; 785.711 Da.
Going through the records in order, we get largest force on an atom values of 0.0796; 0.0573; 0.0082; 0.1433; 0.0610; 0.0384 hartree/bohr.